Molecular formula: C9H38BF2O11S
Method: DFT, the ωB97M-V functional and the def2-TZVPD basis

Atoms and positions in Å:
O1 1.621 -0.252 0.847
S1 0.905 0.159 -0.334
O2 1.255 1.458 -0.838
F1 1.430 -0.871 -1.454
B1 -1.025 -0.107 -0.178
F2 -1.218 -0.643 1.141
H1 -1.535 0.976 -0.302
H2 -1.385 -0.870 -1.024
C1 -1.957 1.132 -4.135
O3 -1.670 -0.103 -3.500
H3 -1.563 1.914 -3.491
H4 -1.475 1.212 -5.115
H5 -3.035 1.287 -4.254
H6 -2.007 -0.816 -4.048
C2 4.313 -1.769 -2.686
O4 3.794 -3.030 -2.273
H7 5.293 -1.940 -3.122
H8 3.661 -1.298 -3.425
H9 4.419 -1.094 -1.832
H10 2.931 -2.861 -1.880
C3 4.454 -0.946 2.502
O5 4.280 0.342 1.948
H11 5.111 -0.844 3.366
H12 3.501 -1.371 2.830
H13 4.920 -1.640 1.792
H14 3.649 0.252 1.221
C4 -4.236 -2.480 1.139
O6 -4.063 -1.650 -0.005
H15 -3.660 -2.025 1.936
H16 -5.289 -2.529 1.444
H17 -3.852 -3.489 0.975
H18 -4.524 -2.049 -0.746
C5 -0.191 -3.457 3.156
O7 -1.473 -2.999 2.770
H19 -0.291 -4.505 3.438
H20 0.525 -3.377 2.333
H21 0.200 -2.901 4.015
H22 -1.377 -2.082 2.486
C6 -4.275 1.127 2.128
O8 -2.890 1.278 2.370
H23 -4.774 2.023 2.497
H24 -4.484 1.020 1.061
H25 -4.683 0.258 2.660
H26 -2.433 0.490 2.039
C7 -7.395 3.893 2.957
O9 -7.781 2.847 2.073
H27 -7.052 4.727 2.351
H28 -8.247 4.219 3.562
H29 -6.583 3.575 3.615
H30 -8.073 2.105 2.609
C8 7.876 -1.065 -1.194
O10 7.574 -2.241 -1.934
H31 8.224 -0.322 -1.907
H32 6.993 -0.671 -0.684
H33 8.665 -1.241 -0.458
H34 7.246 -2.903 -1.320
C9 2.097 4.683 -2.868
O11 1.550 3.485 -3.384
H35 2.427 5.282 -3.717
H36 1.357 5.259 -2.303
H37 2.957 4.489 -2.221
H38 1.267 2.952 -2.630

Net charge: -1
LUMO level: 0.0912 Ha
M: 403.27 g mol⁻¹
E_HOMO: -6.79 eV

Formally, the Mulliken partial charges of the atoms, in units of the elementary charge, are as follows: atom 1 (O): -0.660, atom 2 (S): 1.002, atom 3 (O): -0.654, atom 4 (F): -0.265, atom 5 (B): 0.345, atom 6 (F): -0.396, atom 7 (H): -0.186, atom 8 (H): -0.196, atom 9 (C): -0.550, atom 10 (O): -0.404, atom 11 (H): 0.190, atom 12 (H): 0.286, atom 13 (H): 0.273, atom 14 (H): 0.233, atom 15 (C): -0.397, atom 16 (O): -0.556, atom 17 (H): 0.279, atom 18 (H): 0.292, atom 19 (H): 0.051, atom 20 (H): 0.322, atom 21 (C): -0.446, atom 22 (O): -0.525, atom 23 (H): 0.280, atom 24 (H): 0.151, atom 25 (H): 0.180, atom 26 (H): 0.353, atom 27 (C): -0.432, atom 28 (O): -0.391, atom 29 (H): 0.035, atom 30 (H): 0.308, atom 31 (H): 0.286, atom 32 (H): 0.222, atom 33 (C): -0.585, atom 34 (O): -0.482, atom 35 (H): 0.237, atom 36 (H): 0.222, atom 37 (H): 0.259, atom 38 (H): 0.327, atom 39 (C): -0.164, atom 40 (O): -0.549, atom 41 (H): -0.001, atom 42 (H): 0.228, atom 43 (H): 0.202, atom 44 (H): 0.275, atom 45 (C): -0.536, atom 46 (O): -0.491, atom 47 (H): 0.213, atom 48 (H): 0.263, atom 49 (H): 0.238, atom 50 (H): 0.287, atom 51 (C): -0.493, atom 52 (O): -0.490, atom 53 (H): 0.228, atom 54 (H): 0.190, atom 55 (H): 0.276, atom 56 (H): 0.291, atom 57 (C): -0.544, atom 58 (O): -0.471, atom 59 (H): 0.226, atom 60 (H): 0.250, atom 61 (H): 0.230, atom 62 (H): 0.333

Molecular formula: C9H3F6N4O7S
Method: DFT, the ωB97M-V functional and the def2-TZVPD basis

Atoms and positions in Å:
O1 -2.190 -0.365 2.150
S1 -2.175 0.257 0.853
O2 -2.841 -0.318 -0.290
C1 -2.978 1.940 1.098
F1 -4.240 1.758 1.517
F2 -2.297 2.647 2.028
F3 -2.991 2.631 -0.065
C2 -0.461 0.674 0.437
C3 -0.158 1.008 -0.899
C4 1.135 1.483 -1.142
N1 1.624 2.123 -2.274
O3 1.150 2.338 -3.375
O4 2.918 2.581 -1.913
N2 3.217 2.263 -0.603
C5 2.124 1.575 -0.161
C6 1.793 1.177 1.175
N3 2.735 1.283 2.267
O5 3.946 1.072 2.093
O6 2.248 1.555 3.389
C7 0.477 0.793 1.471
H1 -0.878 0.939 -1.710
H2 0.191 0.549 2.495
H3 0.727 -1.741 -0.323
N4 0.341 -2.682 -0.242
C8 -0.281 -3.065 -1.353
C9 -0.581 -4.616 -1.108
F4 0.604 -5.315 -1.165
F5 -1.149 -4.851 0.112
F6 -1.402 -5.148 -2.051
O7 -0.609 -2.543 -2.411

Net charge: -1
LUMO level: -0.0077 Ha
M: 425.20 g mol⁻¹
E_HOMO: -4.62 eV

Formally, the Mulliken partial charges of the atoms, in units of the elementary charge, are as follows: atom 1 (O): -0.647, atom 2 (S): 1.151, atom 3 (O): -0.584, atom 4 (C): 0.688, atom 5 (F): -0.195, atom 6 (F): -0.227, atom 7 (F): -0.225, atom 8 (C): 0.062, atom 9 (C): -0.576, atom 10 (C): 0.320, atom 11 (N): 0.788, atom 12 (O): -0.664, atom 13 (O): -0.170, atom 14 (N): -0.537, atom 15 (C): 0.638, atom 16 (C): -0.207, atom 17 (N): 0.838, atom 18 (O): -0.522, atom 19 (O): -0.557, atom 20 (C): -0.572, atom 21 (H): 0.609, atom 22 (H): 0.526, atom 23 (H): 0.183, atom 24 (N): -0.761, atom 25 (C): 0.404, atom 26 (C): 0.798, atom 27 (F): -0.284, atom 28 (F): -0.268, atom 29 (F): -0.269, atom 30 (O): -0.737

Table of HOMO-LUMO gap (eV), in record order: 9.276 4.407
Table of E_tot (eV), in record order: -49418.2864 -56807.8670